{
  "formula": "C25H50O10S",
  "method": "ωB97M-V/def2-TZVPD",
  "symbols": ["O", "C", "O", "C", "C", "C", "C", "S", "O", "O", "O", "H", "H", "H", "H", "H", "H", "H", "H", "H", "H", "C", "C", "C", "O", "C", "H", "H", "H", "H", "H", "H", "H", "H", "C", "C", "C", "O", "C", "H", "H", "H", "H", "H", "H", "H", "H", "C", "C", "C", "O", "C", "H", "H", "H", "H", "H", "H", "H", "H", "C", "C", "C", "O", "C", "H", "H", "H", "H", "H", "H", "H", "H", "C", "C", "C", "O", "C", "H", "H", "H", "H", "H", "H", "H", "H"],
  "positions_angstrom": [[5.450, -1.231, 3.795], [5.119, -1.333, 2.694], [4.917, -0.232, 1.910], [3.500, -0.099, 1.622], [2.990, 1.215, 2.206], [1.497, 1.500, 1.914], [0.509, 0.710, 2.800], [0.291, -1.035, 2.390], [1.061, -1.824, 3.292], [-1.088, -1.337, 2.590], [0.605, -1.371, 0.846], [4.943, -2.342, 2.279], [3.374, -0.073, 0.530], [3.014, -0.983, 2.052], [3.549, 2.018, 1.708], [3.198, 1.292, 3.278], [1.260, 1.431, 0.842], [1.352, 2.556, 2.171], [-0.472, 1.189, 2.727], [0.814, 0.766, 3.847], [0.917, -0.563, 0.400], [-3.550, -1.793, -1.802], [-2.271, -2.460, -2.284], [-1.583, -1.321, -3.018], [-1.979, -0.108, -2.363], [-3.067, -0.392, -1.470], [-4.013, -2.295, -0.953], [-4.279, -1.754, -2.616], [-1.668, -2.772, -1.427], [-2.440, -3.331, -2.916], [-1.910, -1.264, -4.062], [-0.494, -1.405, -3.000], [-2.683, -0.336, -0.445], [-3.847, 0.362, -1.590], [-6.751, 1.588, -4.564], [-5.551, 1.894, -5.448], [-4.637, 0.717, -5.150], [-5.486, -0.398, -4.840], [-6.827, 0.073, -4.655], [-7.669, 2.079, -4.883], [-6.541, 1.891, -3.535], [-5.851, 1.880, -6.499], [-5.085, 2.856, -5.240], [-4.006, 0.916, -4.277], [-3.994, 0.463, -5.994], [-7.419, -0.243, -5.521], [-7.252, -0.383, -3.759], [0.096, 1.058, -5.395], [0.801, 1.991, -6.370], [-0.284, 3.018, -6.659], [-1.087, 3.110, -5.479], [-0.755, 2.031, -4.595], [0.775, 0.477, -4.772], [-0.546, 0.362, -5.943], [1.650, 2.472, -5.876], [1.167, 1.494, -7.268], [-0.928, 2.694, -7.484], [0.122, 4.001, -6.902], [-0.194, 2.448, -3.750], [-1.667, 1.576, -4.213], [8.749, -1.741, 4.956], [9.828, -0.960, 5.693], [10.900, -0.822, 4.623], [10.220, -0.784, 3.365], [8.851, -1.162, 3.555], [7.755, -1.634, 5.387], [9.004, -2.804, 4.943], [9.447, 0.026, 5.972], [10.189, -1.452, 6.596], [11.572, -1.687, 4.620], [11.499, 0.082, 4.741], [8.233, -0.264, 3.452], [8.559, -1.875, 2.782], [-5.580, -0.800, 4.968], [-4.303, -1.510, 4.539], [-3.557, -0.403, 3.814], [-3.947, 0.831, 4.441], [-5.067, 0.594, 5.298], [-6.088, -1.274, 5.807], [-6.278, -0.753, 4.128], [-3.740, -1.826, 5.422], [-4.474, -2.386, 3.915], [-3.846, -0.353, 2.758], [-2.485, -0.516, 3.872], [-4.720, 0.653, 6.335], [-5.819, 1.369, 5.139]],
  "atomic_forces_ev_per_a": [[1.4718, 0.3482, 3.7047], [-0.8523, -0.4100, -2.4031], [-0.5811, -0.1980, -0.4236], [0.3926, 0.0378, 0.0231], [-0.1854, 0.1542, -0.6568], [0.4782, 0.0626, 0.8444], [0.3893, 0.8429, -1.4214], [-2.1383, -1.3448, 2.2089], [2.1840, 0.0186, -0.5497], [-0.8467, 0.5166, -1.1998], [0.5653, 1.1587, 0.5846], [-0.1933, 0.3877, -0.6701], [0.0033, -0.1860, 0.1773], [-0.2643, 0.2606, -0.2462], [0.0910, -0.1547, 0.2147], [-0.0764, -0.1592, -0.1240], [0.0224, -0.1052, 0.1603], [-0.1471, -0.1612, -0.1343], [-0.0347, -0.4618, -0.1073], [0.0543, -0.4986, -0.1356], [-0.0462, -0.2826, -0.1359], [-0.2438, -0.0135, -0.2178], [0.1572, -0.0973, 0.1983], [-0.0736, 0.0961, -0.2003], [-0.0572, -0.1798, 0.0596], [0.1263, 0.0652, 0.2345], [0.0516, 0.0305, 0.0267], [0.0071, 0.0325, 0.0180], [0.0079, -0.0068, -0.0295], [-0.0073, 0.0404, -0.0254], [0.0373, -0.0748, -0.0201], [-0.0009, 0.0908, 0.0076], [-0.0891, -0.0164, 0.0362], [0.0800, 0.0597, -0.0699], [0.0127, 0.0635, 0.2148], [-0.0398, 0.0430, -0.2194], [0.1524, -0.0654, 0.2081], [-0.0372, 0.2314, 0.0139], [-0.0494, -0.1630, -0.1640], [0.0062, -0.0288, -0.0077], [-0.0286, -0.0009, -0.0133], [0.0234, 0.0137, 0.0126], [0.0295, -0.0363, 0.0129], [0.0606, 0.0463, -0.0485], [-0.0160, -0.0949, 0.0290], [-0.0781, 0.0279, 0.0423], [0.0650, -0.0667, -0.0135], [-0.1105, -0.1123, -0.1120], [0.1737, 0.0719, 0.0563], [-0.1912, -0.0090, -0.0585], [0.1560, -0.1532, -0.0968], [-0.0367, 0.1620, 0.1427], [-0.0101, 0.0237, 0.0072], [0.0135, -0.0100, 0.0307], [-0.0040, -0.0019, -0.0315], [-0.0269, 0.0149, -0.0006], [0.0753, 0.0066, -0.0673], [-0.0649, 0.0253, 0.0428], [-0.0054, -0.1005, 0.0552], [-0.0047, 0.0823, 0.0321], [-0.0073, -0.2167, 0.0468], [-0.0419, 0.1768, 0.0646], [0.1039, -0.1412, -0.0976], [-0.0668, -0.0598, 0.1474], [-0.0509, 0.2382, -0.0511], [0.0006, 0.0241, -0.0536], [-0.0180, 0.0141, -0.0061], [0.0204, -0.0160, 0.0117], [0.0131, -0.0072, -0.0274], [0.0369, 0.0237, 0.0867], [-0.0057, 0.0030, -0.0920], [-0.0925, -0.0637, 0.0073], [0.0835, 0.0283, -0.0468], [-0.1455, -0.0134, -0.1295], [0.0626, -0.0396, 0.1537], [-0.2641, 0.2223, 0.0014], [-0.1556, -0.1662, 0.0349], [0.1502, 0.0740, 0.1111], [0.0162, 0.0230, 0.0025], [-0.0094, 0.0054, 0.0317], [0.0095, -0.0168, -0.0357], [0.0095, 0.0262, -0.0113], [0.0545, -0.0812, -0.0231], [-0.0125, 0.1107, 0.0661], [-0.0994, -0.0119, 0.0372], [0.0619, 0.0421, -0.0245]],
  "fmax_ev_per_a": 4.00,
  "charge": 0,
  "homo_lumo_gap_ev": 9.239,
  "smiles": "O=COCCCCS(=O)(=O)O.C1CCOC1.C1CCOC1.C1CCOC1.C1CCOC1.C1CCOC1",
  "spin_multiplicity": 1,
  "homo_ev": -9.22
}

=====

{
  "formula": "C25H51AlBrO4",
  "method": "ωB97M-V/def2-TZVPD",
  "symbols": ["C", "C", "C", "C", "C", "C", "C", "C", "C", "Al", "Br", "C", "C", "C", "C", "O", "C", "O", "C", "C", "C", "C", "C", "H", "H", "H", "H", "H", "H", "H", "H", "H", "H", "H", "H", "H", "H", "H", "H", "H", "H", "H", "H", "H", "H", "H", "H", "H", "H", "H", "H", "H", "H", "H", "H", "H", "H", "H", "H", "H", "H", "H", "C", "C", "O", "C", "H", "H", "H", "H", "H", "H", "C", "C", "O", "C", "H", "H", "H", "H", "H", "H"],
  "positions_angstrom": [[-0.740, -5.316, 1.839], [-1.215, -5.785, 0.337], [-0.100, -6.708, -0.466], [0.402, -5.916, -1.808], [1.885, -5.234, -1.714], [2.302, -4.634, -0.251], [1.774, -3.117, 0.068], [0.839, -2.439, -1.093], [-0.030, -1.179, -0.417], [-0.708, 0.083, -1.892], [-0.289, -1.065, -4.025], [-2.782, 0.279, -1.795], [-3.475, -1.238, -1.787], [-5.123, -1.166, -1.725], [-5.732, -0.928, -0.221], [-4.835, -1.367, 0.878], [-4.321, -0.195, 1.625], [-4.909, 0.259, 2.738], [0.283, 1.874, -2.022], [0.051, 2.862, -0.734], [1.850, 1.553, -2.381], [2.937, 2.067, -1.264], [2.912, 1.245, 0.157], [-1.585, -5.522, 2.629], [0.286, -5.830, 2.149], [-0.554, -4.157, 1.833], [-2.228, -6.404, 0.454], [-1.514, -4.818, -0.271], [0.760, -7.083, 0.233], [-0.690, -7.671, -0.839], [0.468, -6.739, -2.671], [-0.461, -5.184, -2.153], [1.991, -4.473, -2.612], [2.668, -6.103, -1.954], [3.495, -4.574, -0.245], [2.019, -5.302, 0.669], [2.730, -2.410, 0.178], [1.230, -3.106, 1.114], [1.551, -1.929, -1.879], [0.036, -3.145, -1.569], [0.532, -0.658, 0.466], [-1.002, -1.687, 0.052], [-3.115, 0.805, -2.808], [-3.134, 0.943, -0.892], [-3.029, -1.928, -0.921], [-3.181, -1.803, -2.795], [-5.431, -0.225, -2.381], [-5.635, -2.121, -2.171], [-6.007, 0.222, -0.097], [-6.720, -1.581, -0.152], [-3.317, 0.348, 1.277], [-0.170, 2.448, -2.964], [-1.025, 3.354, -0.885], [-0.049, 2.227, 0.268], [0.801, 3.756, -0.650], [1.997, 0.377, -2.523], [2.121, 2.048, -3.408], [4.014, 1.877, -1.742], [2.863, 3.245, -1.139], [2.211, 1.866, 0.896], [2.507, 0.151, 0.007], [3.988, 1.259, 0.672], [-0.962, 2.727, 3.388], [-0.390, 3.977, 2.773], [-0.533, 4.222, 1.576], [0.362, 4.914, 3.679], [-1.478, 2.146, 2.616], [-0.157, 2.117, 3.805], [-1.682, 2.992, 4.166], [1.226, 4.402, 4.109], [-0.300, 5.277, 4.470], [0.717, 5.773, 3.098], [4.476, 7.099, 1.223], [3.021, 6.791, 1.457], [2.501, 6.966, 2.558], [2.228, 6.262, 0.292], [4.922, 7.473, 2.151], [5.004, 6.191, 0.922], [4.574, 7.869, 0.453], [2.656, 5.316, -0.050], [2.226, 6.994, -0.519], [1.194, 6.085, 0.608]],
  "atomic_forces_ev_per_a": [[0.1402, 0.5141, -0.1597], [-0.5177, -0.2291, 0.6279], [-1.3625, 0.0784, -0.6253], [0.0239, -1.0967, -0.6480], [0.1703, -0.9467, -0.1347], [1.1532, 0.7960, -0.0661], [0.2645, 0.2606, -0.1163], [0.0893, 1.4742, 1.4117], [-0.3613, -1.5375, 0.4552], [-0.4600, 0.4552, 0.4255], [-0.1438, 0.1886, 0.1908], [-0.8668, -0.7033, -0.6762], [-0.0087, -0.0510, -0.3338], [0.3905, 0.3572, 0.0312], [-1.0416, 0.5030, -1.1946], [0.5772, 3.6473, 0.9996], [-2.7810, 1.3160, 4.7739], [3.5004, -3.1320, -7.1386], [0.3185, 1.2941, -0.6383], [-1.4007, -0.4742, -0.5720], [0.3324, -0.0981, 0.2335], [1.0693, -0.4244, -0.8971], [-0.1832, 1.3199, 0.3716], [1.8061, 0.2668, -1.4678], [-2.3245, 0.9594, -0.5378], [-0.3164, -2.2682, 0.0817], [2.2516, 1.2549, -0.2753], [0.8045, -2.0334, 1.0945], [-1.5684, 0.8958, -1.3484], [1.3433, 1.9412, 0.8038], [-0.0940, 1.8276, 1.7123], [1.9570, -1.3259, 0.8170], [-0.1559, -1.2620, 2.1308], [-1.6718, 1.7718, 0.5539], [-2.5095, -0.2827, -0.0264], [0.3950, 0.9285, -2.0833], [-2.0978, -1.4540, -0.1413], [0.9502, 0.0291, -2.1674], [-1.4900, -1.5079, 1.2124], [1.9091, 1.2467, 0.7300], [-0.8276, -1.0415, -1.5542], [1.9404, 0.9970, -0.6560], [0.4314, -0.9318, 2.1088], [0.4035, -1.2188, -1.6095], [-1.1562, 1.6136, -1.7305], [-0.6055, 1.3873, 2.0887], [0.5207, -2.0702, 1.3202], [1.0860, 1.7193, 0.7990], [0.5424, -2.5216, -0.0766], [2.0672, 1.5062, 0.1950], [-2.1806, -1.5695, 0.2795], [0.9785, -1.0755, 1.8545], [2.3160, -1.0235, 0.4361], [0.5613, 1.5528, -2.0672], [-1.3075, -1.8192, 0.0685], [-0.1297, 2.4484, 0.2880], [-0.3682, -0.9493, 1.9040], [-2.1943, 0.4191, 0.9242], [0.0588, -2.5054, -0.0038], [1.2989, -1.6911, -1.4965], [0.8826, 2.2454, 0.3617], [-2.2828, -0.2356, -1.2437], [-0.2214, -0.2057, -0.4679], [-0.1734, 0.3779, -1.5023], [0.0423, -0.0160, 1.9086], [0.0294, 0.3376, -0.4436], [0.1151, 0.1280, 0.1625], [-0.1014, 0.0756, 0.1650], [0.1658, -0.0880, 0.1006], [-0.1171, 0.0388, 0.1729], [0.1112, -0.1737, 0.1301], [-0.0693, -0.2729, 0.2278], [0.1573, 0.1544, 0.5128], [-0.7696, 0.1424, 1.1620], [0.8097, -0.0390, -1.2837], [-0.4278, 0.0438, 0.3620], [-0.1124, -0.0802, -0.1848], [-0.0312, 0.1269, -0.1965], [0.0569, -0.2027, -0.1036], [0.0314, 0.1304, -0.1565], [0.1631, -0.1596, -0.0857], [0.2153, -0.0535, -0.0785]],
  "fmax_ev_per_a": 8.55,
  "charge": -1,
  "homo_lumo_gap_ev": 7.454,
  "spin_multiplicity": 1,
  "e_above_lowest_kcal_mol": 121.5,
  "homo_ev": -5.04
}